{"formula": "C57H78N14PtS3", "method": "the ωB97M-V functional and the def2-TZVPD basis", "symbols": ["Pt", "C", "N", "C", "C", "N", "C", "C", "N", "C", "C", "N", "C", "N", "C", "C", "N", "C", "C", "C", "C", "N", "C", "N", "C", "C", "N", "C", "C", "N", "C", "C", "H", "H", "H", "H", "H", "H", "H", "H", "H", "H", "H", "H", "H", "H", "H", "H", "H", "H", "H", "H", "H", "H", "H", "H", "H", "H", "H", "H", "H", "H", "H", "H", "H", "H", "H", "H", "H", "H", "H", "H", "H", "H", "H", "H", "H", "H", "H", "H", "N", "S", "N", "S", "N", "S", "N", "C", "C", "C", "C", "C", "C", "C", "C", "C", "C", "C", "C", "C", "C", "C", "C", "C", "C", "C", "C", "C", "C", "C", "C", "C", "C", "C", "C", "C", "C", "C", "C", "C", "C", "C", "C", "H", "H", "H", "H", "H", "H", "H", "H", "H", "H", "H", "H", "H", "H", "H", "H", "H", "H", "H", "H", "H", "H", "H", "H", "H", "H", "H", "H", "H", "H"], "xyz": [[-0.1586, 0.0863, -0.1777], [4.0211, 1.9275, -2.8537], [4.2439, 0.5021, -2.9584], [5.5910, 0.0427, -2.6719], [3.1278, -0.3434, -2.9807], [2.7297, -1.1589, -2.0500], [3.4742, -1.2010, -0.8150], [3.0339, -0.1977, 0.2373], [1.6357, -0.2868, 0.8097], [1.3310, -1.6581, 1.3546], [0.8554, -2.5910, 0.2510], [-0.1523, -1.8944, -0.5553], [-0.7310, -2.4492, -1.5933], [-1.7641, -1.7144, -2.1468], [-2.7011, -1.1448, -1.2612], [-2.0867, -1.7544, -3.5748], [-0.4184, -3.6320, -2.1393], [-1.4459, -4.5082, -2.7106], [0.9600, -4.1128, -2.3015], [1.5742, 0.8115, 1.8547], [1.4620, 2.1571, 1.1333], [0.4051, 2.0607, 0.1163], [0.3181, 3.0249, -0.7942], [-0.3229, 2.7654, -1.9783], [0.1564, 1.7281, -2.8874], [-1.1369, 3.7929, -2.6241], [0.8095, 4.2630, -0.5872], [1.3138, 5.0812, -1.6951], [0.7766, 4.9467, 0.7019], [2.3949, -0.2453, -4.1269], [1.1812, -1.0171, -4.2796], [2.8836, 0.3922, -5.3453], [4.1271, 2.2915, -1.8185], [3.0198, 2.1777, -3.2072], [4.7388, 2.4781, -3.4661], [5.9164, 0.2464, -1.6441], [6.2868, 0.5554, -3.3389], [5.6755, -1.0247, -2.8691], [4.5440, -1.0265, -0.9220], [3.4177, -2.2066, -0.3946], [3.1496, 0.8051, -0.1673], [3.7032, -0.3059, 1.0975], [0.5508, -1.5363, 2.0976], [2.2196, -2.0915, 1.8258], [0.4696, -3.5106, 0.6987], [1.6882, -2.8595, -0.3823], [-2.8181, -1.7405, -0.3541], [-3.6542, -1.0437, -1.7739], [-2.4008, 0.9479, -1.4576], [-1.2364, -2.1427, -4.1260], [-2.2861, -0.7419, -3.9281], [-2.9586, -2.3741, -3.7863], [-2.4369, -4.1950, -2.3944], [-1.2751, -5.5178, -2.3390], [-1.3948, -4.5295, -3.7999], [1.2363, -4.8337, -1.5310], [1.6518, -3.2721, -2.3254], [1.0154, -4.6126, -3.2682], [2.4695, 0.8068, 2.4816], [-0.4560, 0.6359, 2.0926], [2.4019, 2.4530, 0.6624], [1.2641, 2.8908, 1.9146], [0.8454, 1.0548, -2.3822], [0.6740, 2.1871, -3.7363], [-0.6791, 1.1469, -3.2847], [-1.4076, 4.5669, -1.9094], [-2.0528, 3.3293, -2.9967], [-0.6315, 4.2509, -3.4772], [1.4783, 4.4663, -2.5750], [2.2707, 5.5086, -1.3963], [0.6315, 5.8965, -1.9375], [0.0243, 4.5005, 1.3475], [0.5054, 5.9879, 0.5260], [1.7443, 4.9322, 1.2076], [0.7486, -1.2086, -3.2998], [1.3785, -1.9773, -4.7683], [0.4738, -0.4617, -4.8993], [3.9592, 0.5255, -5.3036], [2.4118, 1.3653, -5.5107], [2.6500, -0.2445, -6.1984], [0.3941, 0.6127, 2.6795], [-0.0179, 1.1635, 4.1614], [-1.5386, 1.2179, 4.0967], [-2.4598, -0.0966, 3.5446], [-2.3637, -0.3081, 2.0980], [-3.7180, 0.5484, 0.3509], [-2.2750, 0.2366, -0.7306], [-4.8366, 0.9624, -0.9894], [-4.6966, 2.0802, -1.8111], [-5.6488, 2.3319, -2.7819], [-6.7460, 1.4822, -2.9226], [-6.8860, 0.3743, -2.0987], [-5.9270, 0.1096, -1.1296], [-3.6973, 2.1859, 1.0620], [-4.9490, 2.5628, 1.5413], [-5.1026, 3.8279, 2.0813], [-4.0264, 4.7060, 2.1084], [-2.7900, 4.3045, 1.6268], [-2.6027, 3.0222, 1.1166], [-1.9643, -1.4834, 4.5361], [-1.9911, -1.4142, 5.9248], [-1.6744, -2.5485, 6.6520], [-1.3486, -3.7301, 5.9906], [-1.3430, -3.7858, 4.6033], [-1.6590, -2.6550, 3.8607], [-4.0197, 0.3645, 4.2413], [-5.0658, -0.4871, 3.8878], [-6.3157, -0.2756, 4.4448], [-6.5067, 0.7658, 5.3472], [-5.4546, 1.6041, 5.6901], [-4.1942, 1.4052, 5.1422], [0.8703, 0.1818, 5.3027], [1.3081, -1.0987, 4.9764], [1.9028, -1.8690, 5.9595], [2.0009, -1.3886, 7.2606], [1.4945, -0.1356, 7.5933], [0.9113, 0.6515, 6.6190], [0.5159, 2.8048, 4.4557], [-0.4002, 3.8386, 4.2820], [0.0307, 5.1389, 4.4914], [1.3470, 5.3904, 4.8638], [2.2523, 4.3449, 5.0185], [1.8420, 3.0370, 4.8193], [-3.8703, 2.7711, -1.6695], [-5.5549, 3.1992, -3.4222], [-7.4974, 1.6966, -3.6708], [-7.7393, -0.2813, -2.2081], [-6.0325, -0.7558, -0.4830], [-5.7989, 1.8930, 1.4803], [-6.0697, 4.1349, 2.4562], [-4.1602, 5.7074, 2.4964], [-1.9643, 5.0038, 1.6432], [-1.6399, 2.6984, 0.7544], [-2.2928, -0.5036, 6.4307], [-1.7060, -2.5227, 7.7334], [-1.1207, -4.6198, 6.5634], [-1.1230, -4.7191, 4.1013], [-1.6904, -2.6663, 2.7771], [-4.9004, -1.3036, 3.1941], [-7.1385, -0.9289, 4.1875], [-7.4821, 0.9188, 5.7898], [-5.6126, 2.4089, 6.3956], [-3.3710, 2.0541, 5.4038], [1.1975, -1.4825, 3.9750], [2.2778, -2.8539, 5.7157], [2.4649, -1.9987, 8.0249], [1.5550, 0.2246, 8.6114], [0.5086, 1.6232, 6.8790], [-1.4255, 3.6257, 4.0141], [-0.6692, 5.9576, 4.3857], [1.6688, 6.4072, 5.0484], [3.2736, 4.5459, 5.3129], [2.5458, 2.2244, 4.9485]], "lowdin_charge": [1.156, -0.056, -0.187, -0.049, -0.378, 0.090, -0.204, -0.107, -0.191, -0.145, -0.166, -0.056, -0.383, -0.100, -0.226, -0.013, -0.101, -0.010, -0.017, -0.301, -0.148, -0.078, -0.392, -0.148, -0.064, -0.035, -0.105, -0.007, -0.026, -0.143, -0.073, -0.019, 0.082, 0.064, 0.104, 0.086, 0.102, 0.108, 0.096, 0.109, 0.104, 0.143, 0.077, 0.147, 0.145, 0.063, 0.127, 0.120, 0.067, 0.085, 0.097, 0.103, 0.097, 0.111, 0.104, 0.105, 0.061, 0.109, 0.165, 0.043, 0.130, 0.090, 0.052, 0.098, 0.078, 0.102, 0.084, 0.101, 0.091, 0.111, 0.105, 0.057, 0.114, 0.104, 0.043, 0.112, 0.094, 0.098, 0.088, 0.102, -0.136, 1.009, -0.332, 0.788, -0.385, 1.206, -0.236, -0.434, -0.074, -0.029, -0.017, -0.027, -0.082, -0.401, -0.065, -0.021, -0.029, -0.066, -0.074, -0.337, -0.058, -0.034, -0.032, -0.044, -0.076, -0.339, -0.069, -0.039, -0.029, -0.039, -0.068, -0.331, -0.053, -0.026, -0.003, -0.014, -0.051, -0.333, -0.057, -0.034, -0.012, -0.020, -0.058, 0.101, 0.125, 0.129, 0.128, 0.122, 0.129, 0.131, 0.126, 0.095, 0.070, 0.125, 0.127, 0.126, 0.119, 0.097, 0.118, 0.123, 0.126, 0.123, 0.101, 0.085, 0.128, 0.133, 0.133, 0.132, 0.096, 0.126, 0.131, 0.131, 0.126], "e_tot_ha": -4297.78824, "homo_lumo_gap_ha": 0.26377, "e_lumo_ev": -9.18, "charge": 4, "homo_ev": -16.359}